{
  "formula": "C46H121N7O18",
  "method": "ωB97M-V/def2-TZVPD",
  "lumo_ev": 0.4,
  "homo_ev": -8.62,
  "gap_ev": 9.0,
  "smiles": "COCCNCCOC.COCCNCCOC.COCCNCCOC.COCCNCCOC.COCCNCCOC.COCCNCCOC.COCCNCCOC.CO.CO.CO.CO",
  "energy_ha": -3562.44160,
  "species": ["C", "O", "C", "C", "N", "C", "C", "O", "C", "H", "H", "H", "H", "H", "H", "H", "H", "H", "H", "H", "H", "H", "H", "H", "C", "O", "C", "C", "N", "C", "C", "O", "C", "H", "H", "H", "H", "H", "H", "H", "H", "H", "H", "H", "H", "H", "H", "H", "C", "O", "C", "C", "N", "C", "C", "O", "C", "H", "H", "H", "H", "H", "H", "H", "H", "H", "H", "H", "H", "H", "H", "H", "C", "O", "C", "C", "N", "C", "C", "O", "C", "H", "H", "H", "H", "H", "H", "H", "H", "H", "H", "H", "H", "H", "H", "H", "C", "O", "C", "C", "N", "C", "C", "O", "C", "H", "H", "H", "H", "H", "H", "H", "H", "H", "H", "H", "H", "H", "H", "H", "C", "O", "C", "C", "N", "C", "C", "O", "C", "H", "H", "H", "H", "H", "H", "H", "H", "H", "H", "H", "H", "H", "H", "H", "C", "O", "C", "C", "N", "C", "C", "O", "C", "H", "H", "H", "H", "H", "H", "H", "H", "H", "H", "H", "H", "H", "H", "H", "C", "O", "H", "H", "H", "H", "C", "O", "H", "H", "H", "H", "C", "O", "H", "H", "H", "H", "C", "O", "H", "H", "H", "H"],
  "positions_angstrom": [[12.078028, -21.694512, -22.151364], [11.747173, -21.328984, -20.838013], [12.024245, -22.396524, -19.920415], [12.050036, -21.865361, -18.502630], [12.927207, -22.712485, -17.662583], [12.163624, -23.916967, -17.253988], [11.211578, -23.719200, -16.074068], [11.816973, -23.002677, -15.034249], [11.006201, -22.878438, -13.902948], [11.458613, -22.489992, -22.583900], [13.101116, -22.097375, -22.196875], [12.048292, -20.814380, -22.788106], [13.020489, -22.750323, -20.199728], [11.266209, -23.171714, -20.082453], [11.059187, -21.685433, -18.076337], [12.549273, -20.895212, -18.584476], [13.051952, -22.190134, -16.796933], [12.905045, -24.658472, -16.944530], [11.578799, -24.301207, -18.088687], [10.981081, -24.746655, -15.756906], [10.266807, -23.280214, -16.416410], [11.323693, -22.055174, -13.263552], [11.089081, -23.771218, -13.266988], [9.932028, -22.760083, -14.075522], [19.641660, -23.451981, -24.237840], [19.007362, -24.613089, -24.704615], [19.676690, -25.258369, -25.763642], [19.051748, -26.647066, -25.867201], [19.224241, -27.320716, -24.573055], [18.503983, -28.578651, -24.582034], [18.369932, -29.122033, -23.153127], [17.736154, -28.179747, -22.303997], [16.326236, -28.332110, -22.200269], [20.683338, -23.588512, -23.931860], [19.104174, -23.085968, -23.364182], [19.612190, -22.633500, -24.968054], [20.747298, -25.367627, -25.561408], [19.584535, -24.715149, -26.711928], [19.646709, -27.227197, -26.577670], [18.014675, -26.583991, -26.214395], [18.849274, -26.725779, -23.841656], [18.981858, -29.314538, -25.234557], [17.478790, -28.511161, -24.986620], [19.401565, -29.202619, -22.797990], [17.901103, -30.104210, -23.064482], [15.912882, -28.007912, -23.161124], [15.973118, -27.664308, -21.414627], [16.052305, -29.365592, -21.969106], [12.684988, -20.542157, -25.741704], [11.790300, -21.616432, -25.751828], [12.452974, -22.852332, -25.535791], [11.383162, -23.916820, -25.341675], [11.969576, -25.248697, -25.106280], [10.896696, -26.141016, -24.654526], [11.390816, -27.552264, -24.359024], [11.805646, -27.517791, -23.009221], [12.067704, -28.751516, -22.381644], [13.485685, -20.606083, -24.988385], [12.160414, -19.640675, -25.421564], [13.235680, -20.395044, -26.674294], [13.096056, -22.884639, -24.654329], [13.063019, -23.069514, -26.415850], [10.729201, -23.974366, -26.214072], [10.775620, -23.604844, -24.482303], [12.611560, -25.138646, -24.309030], [10.099729, -26.113885, -25.404421], [10.388471, -25.750828, -23.762735], [12.186070, -27.853783, -25.048039], [10.557391, -28.244346, -24.528291], [13.036948, -29.134775, -22.728190], [11.306818, -29.516575, -22.540603], [12.229645, -28.547206, -21.324886], [15.689983, -23.234160, -19.461290], [15.170523, -23.695966, -20.682251], [15.036709, -25.115055, -20.657193], [13.966649, -25.550133, -21.639745], [14.177997, -24.909526, -22.958802], [15.493436, -25.143445, -23.578915], [15.810433, -24.292887, -24.791135], [15.643735, -22.887964, -24.588671], [16.461156, -22.282510, -23.599749], [15.056046, -23.459418, -18.603083], [15.836357, -22.150062, -19.504633], [16.724994, -23.562686, -19.284971], [14.744044, -25.430820, -19.651501], [16.018380, -25.536587, -20.893433], [12.962493, -25.272893, -21.328165], [14.015301, -26.636151, -21.744093], [14.286480, -23.934661, -22.655188], [15.394467, -26.187483, -23.914925], [16.337239, -25.235165, -22.880559], [15.063680, -24.490106, -25.560928], [16.850802, -24.444562, -25.089600], [16.282296, -21.210886, -23.694277], [17.541254, -22.451808, -23.647492], [16.084575, -22.606094, -22.622770], [14.596351, -29.297718, -19.227582], [15.456162, -28.181263, -19.068549], [16.808365, -28.606564, -19.035569], [17.754713, -27.437418, -19.247851], [17.346949, -26.226195, -18.527653], [17.842040, -26.236325, -17.132580], [17.142169, -25.216602, -16.260914], [15.845965, -25.748263, -16.012451], [15.127138, -24.964563, -15.089345], [14.722259, -29.694238, -20.240842], [13.567424, -28.976115, -19.093349], [14.868148, -30.074201, -18.508702], [16.984033, -29.376555, -19.797442], [16.993126, -29.169695, -18.113851], [17.716786, -27.182339, -20.316623], [18.812119, -27.700619, -19.183472], [16.334846, -26.203024, -18.566415], [18.930553, -26.196391, -17.211408], [17.683179, -27.234190, -16.701902], [16.998424, -24.240684, -16.728745], [17.742260, -25.189260, -15.346106], [15.675563, -24.774271, -14.162209], [14.200169, -25.492032, -14.865514], [14.836242, -24.000772, -15.525642], [20.715609, -23.674441, -16.935575], [19.881576, -22.827029, -16.171138], [18.980238, -22.020186, -16.931861], [18.068445, -21.348891, -15.931196], [18.666171, -20.138323, -15.382981], [17.896824, -19.646789, -14.246894], [18.476828, -18.358400, -13.653944], [17.846637, -17.959042, -12.464950], [16.548656, -17.443001, -12.619247], [20.287151, -23.969190, -17.896746], [20.913220, -24.584217, -16.363789], [21.668408, -23.151530, -17.073736], [18.431895, -22.670049, -17.620157], [19.536533, -21.270914, -17.501021], [17.846286, -22.065026, -15.129253], [17.116248, -21.136211, -16.424521], [19.643875, -20.256571, -15.157369], [17.823102, -20.433380, -13.485154], [16.876509, -19.435340, -14.575239], [18.518520, -17.561433, -14.406012], [19.528036, -18.504615, -13.392058], [16.592499, -16.419895, -13.020223], [16.116093, -17.285081, -11.631619], [15.891494, -18.037674, -13.254320], [20.914224, -20.575682, -31.744392], [20.058137, -21.023435, -30.716869], [20.408728, -22.260641, -30.148371], [19.651753, -22.515498, -28.843561], [18.229256, -22.618379, -29.207111], [17.327312, -22.675353, -28.060657], [17.014885, -21.307424, -27.435734], [16.781038, -20.347134, -28.423061], [16.293222, -19.122733, -27.921398], [20.712233, -19.505759, -31.831652], [20.655066, -21.087770, -32.671436], [21.971656, -20.597668, -31.462143], [21.487730, -22.220138, -29.939944], [20.231960, -23.108473, -30.818300], [19.833194, -21.730492, -28.101078], [19.952355, -23.509769, -28.502878], [18.044364, -21.691097, -29.596632], [17.726337, -23.300237, -27.255081], [16.399088, -23.148452, -28.393793], [17.854605, -21.042119, -26.774919], [16.182559, -21.447187, -26.733192], [16.043650, -18.471746, -28.760446], [17.033682, -18.607868, -27.306292], [15.330346, -19.321908, -27.441690], [10.381108, -25.784597, -20.482565], [9.902903, -25.237983, -19.240382], [9.619885, -26.414500, -20.938712], [10.723443, -24.936666, -21.077573], [11.258705, -26.410303, -20.329114], [9.167738, -24.663092, -19.471056], [18.989527, -20.934244, -20.983621], [19.763367, -21.876598, -20.266073], [18.027319, -20.712737, -20.514649], [19.653698, -20.072417, -21.057229], [18.770469, -21.205824, -22.025699], [19.288479, -22.712664, -20.173325], [13.041996, -25.390908, -28.275623], [12.739870, -26.519512, -27.501720], [14.042530, -24.981364, -28.080571], [13.108036, -25.661373, -29.336485], [12.269123, -24.616245, -28.255244], [12.472813, -26.173952, -26.610054], [19.288797, -25.061940, -21.311746], [19.271821, -24.760040, -19.931891], [20.145677, -24.624777, -21.815013], [19.215723, -26.128731, -21.553655], [18.368136, -24.657670, -21.763629], [18.598803, -25.337009, -19.515400]],
  "forces_ev_per_a": [[0.61, -0.24, -0.19], [-0.25, -0.03, 0.27], [-0.19, 0.47, -0.82], [1.11, 0.46, -0.17], [-1.61, 0.03, 0.24], [0.90, 0.32, 0.54], [-0.19, -1.01, -0.71], [0.04, 0.62, -0.32], [-0.24, -0.54, 1.27], [-0.38, 0.12, 0.16], [0.10, 0.15, 0.08], [-0.23, 0.05, 0.02], [-0.04, -0.43, 0.38], [0.19, -0.14, 0.15], [-0.13, -0.16, -0.07], [-0.15, 0.07, 0.07], [0.31, -0.04, -0.07], [-0.07, -0.17, -0.15], [0.16, -0.10, 0.05], [-0.24, 0.08, 0.22], [0.01, 0.35, 0.25], [0.24, 0.19, -0.36], [0.03, -0.12, -0.13], [0.08, 0.16, -0.57], [0.13, 0.76, 0.10], [0.27, 0.29, 0.27], [-0.13, -0.66, -0.31], [1.18, 0.22, 0.45], [-0.56, -0.14, -0.59], [-1.04, -0.62, 0.49], [1.10, 0.47, -0.29], [-0.10, -0.24, 0.51], [0.51, 0.39, -0.84], [0.04, -0.35, -0.16], [0.20, -0.31, 0.00], [0.04, -0.12, -0.22], [0.01, 0.06, 0.24], [-0.17, 0.10, 0.11], [-0.26, 0.08, -0.30], [-0.11, -0.04, 0.08], [-0.08, -0.03, -0.02], [0.31, 0.02, 0.17], [-0.02, 0.37, -0.12], [-0.09, -0.12, 0.30], [-0.15, 0.00, -0.28], [-0.49, -0.33, 0.18], [0.03, -0.16, -0.07], [-0.03, 0.00, -0.10], [0.69, 0.80, 0.73], [0.35, -0.20, 0.61], [-0.55, -0.61, -0.53], [0.25, -0.05, -0.14], [-0.45, 0.46, 0.66], [-0.13, 0.09, -0.43], [-0.62, 0.43, -0.18], [-0.22, -0.18, 0.41], [1.05, 0.22, -0.35], [-0.14, -0.62, 0.12], [-0.27, 0.04, -0.57], [-0.38, -0.01, -0.35], [0.14, 0.53, 0.07], [0.22, -0.19, -0.01], [-0.04, 0.08, -0.02], [-0.15, 0.01, -0.03], [0.21, -0.18, -0.30], [0.24, -0.37, -0.27], [0.20, -0.08, 0.24], [0.20, 0.08, 0.10], [0.00, -0.17, 0.34], [-0.08, -0.27, -0.20], [-0.22, 0.11, 0.02], [-0.39, -0.01, 0.13], [1.23, 0.97, 0.36], [-0.35, -0.35, 0.08], [-0.25, 0.29, 0.35], [0.89, -0.08, -0.89], [0.64, 1.70, 0.56], [-0.27, -2.25, 0.14], [-0.42, 0.87, 0.42], [0.27, 0.20, -0.13], [-0.82, 0.05, 0.45], [-0.11, -0.11, -0.09], [-0.58, 0.05, -0.23], [-0.18, -0.61, -0.08], [0.03, -0.11, 0.06], [-0.05, -0.24, 0.10], [0.08, 0.01, 0.20], [-0.18, -0.01, -0.01], [-0.68, 0.08, -0.43], [0.35, 0.17, -0.50], [-0.04, 0.66, 0.11], [0.31, -0.31, -0.25], [-0.29, -0.47, -0.23], [0.06, 0.03, 0.04], [-0.50, -0.22, -0.44], [0.37, 0.15, 0.21], [0.42, 0.23, -0.17], [0.11, 0.10, -0.11], [0.43, -0.92, 0.23], [-0.93, 0.45, -1.41], [1.02, -0.38, 0.47], [-0.37, -0.72, -1.09], [0.11, -0.98, -0.11], [0.23, -0.04, 0.31], [-0.51, 0.20, -0.22], [-0.14, -0.18, 0.04], [0.01, 0.06, 0.13], [-0.23, -0.08, 0.07], [0.03, 0.22, -0.33], [-0.03, 0.32, 0.40], [-0.29, -0.12, 0.18], [-0.04, -0.04, 0.85], [-0.01, 0.12, 0.27], [0.02, 0.78, 0.29], [-0.31, 0.11, 0.31], [0.52, 0.16, 0.01], [-0.25, 0.57, 0.22], [0.12, -0.12, -0.01], [0.08, -0.07, 0.09], [0.14, 0.08, 0.00], [0.43, 0.29, 0.17], [-0.46, -0.19, 0.04], [0.50, -0.37, 0.54], [0.25, -0.03, -0.08], [-0.73, 0.59, -0.29], [0.25, 0.09, -0.06], [0.65, -0.32, -0.30], [-0.19, -0.25, 0.26], [0.05, 1.08, 0.04], [-0.04, 0.20, -0.02], [-0.06, 0.08, 0.11], [0.04, -0.23, -0.38], [-0.11, 0.09, -0.11], [-0.08, -0.01, -0.20], [-0.03, -0.21, -0.02], [-0.01, 0.38, 0.06], [-0.01, -0.30, 0.14], [-0.03, 0.18, 0.36], [-0.01, -0.14, -0.19], [-0.45, 0.06, -0.06], [-0.02, -0.23, 0.14], [0.05, -0.13, -0.38], [-0.01, -0.52, 0.06], [0.00, -0.16, 0.13], [-0.55, 0.71, 0.44], [-0.31, 0.06, 0.41], [0.91, -0.01, 0.61], [-0.63, -0.34, -1.13], [0.27, 0.96, 0.36], [-0.41, 0.13, -0.01], [0.37, -0.83, 0.87], [0.06, 0.05, -0.35], [-0.48, -0.21, -0.57], [-0.23, -0.09, -0.33], [0.50, -0.03, -0.17], [0.05, -0.64, -0.13], [0.03, -0.23, 0.09], [-0.16, 0.10, -0.18], [0.29, -0.10, 0.07], [0.27, 0.23, 0.32], [-0.25, -0.38, -0.51], [0.07, -0.10, -0.11], [-0.04, 0.08, 0.03], [0.18, 0.41, -0.21], [-0.30, 0.18, -0.24], [0.29, -0.13, -0.16], [-0.16, -0.10, 0.35], [0.19, 0.26, 0.61], [0.07, 0.42, 0.49], [0.15, -0.48, -0.18], [-0.03, 0.22, -0.37], [-0.26, -0.31, -0.64], [-0.06, 0.01, 0.46], [-0.05, 0.01, 0.11], [0.50, 0.02, -0.28], [-0.25, -0.15, -0.20], [0.14, 0.23, 0.20], [-0.48, 0.33, 0.17], [0.08, -0.37, 0.08], [0.04, -0.18, 0.10], [0.33, 0.02, -1.08], [-0.28, 0.09, 0.48], [-0.18, 0.23, 0.44], [-0.16, -0.36, 0.14], [0.10, 0.12, 0.38], [0.34, -0.02, -0.43], [-1.13, -0.08, -0.53], [0.52, -0.21, -0.11], [0.13, 0.04, 0.25], [0.45, -0.06, 0.33], [0.16, 0.23, -0.23], [-0.30, 0.46, 0.28]]
}